[1]
Formula: CH2I2
Source: the OMol25 dataset
Level of theory: the ωB97M-V functional and the def2-TZVPD basis

Geometry as XYZ:
```
5
Properties=species:S:1:pos:R:3:forces:R:3
C -0.15284 0.02948 0.34570 -0.14 -0.02 -0.55
I -0.82538 1.91894 -0.12621 0.06 -0.20 0.07
I -1.30115 -1.63408 -0.07353 0.16 0.23 0.09
H 0.48631 -0.03744 1.20594 0.15 -0.05 0.13
H 1.79306 -0.27689 -1.35190 -0.23 0.04 0.26
```
Positions in Å, forces in eV/Å.

The orbital gap (alpha / beta) is 7.778 / 8.849 eV. Its multiplicity is 1. As for the highest occupied orbital energy (alpha / beta): -8.3 / -9.7 eV. The total energy comes out at -17265.9986 eV.

[2]
Formula: C48H89I2NO23PSi
Source: the OMol25 dataset
Level of theory: the ωB97M-V functional and the def2-TZVPD basis

Geometry as XYZ:
```
165
Properties=species:S:1:pos:R:3:forces:R:3
C 2.96077 -2.43499 2.13085 1.33 0.06 -1.00
C 2.73901 -2.42264 0.54931 -1.44 2.28 -0.78
I 3.31581 -4.24977 -0.53814 -0.15 0.94 1.19
C 2.16855 -1.30498 -0.15913 0.81 -1.06 2.76
I 1.92903 -1.60884 -2.34077 -0.10 0.28 0.86
C 1.71156 0.03186 0.56999 1.63 -0.42 -3.97
C 2.92505 0.73863 1.37706 -0.65 -1.41 1.28
C 2.44442 0.80685 2.93826 -0.82 1.20 -0.02
C 2.55493 2.29781 3.55185 0.00 -0.75 0.65
C 4.04603 2.50574 4.12447 -0.23 0.03 -0.67
C 4.17081 2.35467 5.72972 0.55 0.08 -1.26
C 5.04130 3.58556 6.30656 -0.25 -0.59 1.05
C 6.59478 3.17751 6.58402 -0.62 0.69 -0.03
C 7.56171 3.60947 5.36393 -0.91 0.53 -0.10
Si 8.87348 2.30390 4.88297 0.12 -0.63 0.47
C 8.16810 0.51359 5.12494 -0.11 -0.33 -0.68
C 10.40106 2.44763 6.06329 0.90 0.32 0.06
C 9.42359 2.39077 3.03779 1.30 0.22 -4.10
C 8.82535 3.40010 2.00544 2.70 -2.25 -1.33
C 9.34050 3.40354 0.51913 1.51 -2.89 2.63
C 10.42533 2.35318 0.09675 -0.73 -0.09 2.68
C 11.03527 1.32299 1.09166 -3.17 2.86 1.91
C 10.52117 1.37367 2.55338 -1.28 2.25 -2.28
P 1.21902 1.34890 -0.72206 -0.25 1.83 2.65
N 0.92029 2.74361 0.05404 1.03 -0.92 -1.35
O -0.21174 0.94757 -1.56657 2.71 0.22 -0.53
O 2.55772 1.71342 -1.78397 -0.95 -1.09 1.05
H 3.16758 -3.50929 2.45237 -0.61 1.47 -0.22
H 2.15167 -1.90015 2.73134 0.80 -0.89 -1.06
H 3.94447 -1.85290 2.32642 -1.54 -0.94 -0.13
H 3.17375 1.78311 0.98745 -0.32 -1.40 0.68
H 3.84222 0.03924 1.35752 -1.22 1.27 -0.30
H 3.02094 0.07592 3.60682 -0.62 1.07 -0.90
H 1.32910 0.50970 3.00758 1.83 0.34 -0.42
H 2.22396 3.10837 2.80224 0.66 -1.46 0.93
H 1.80396 2.36412 4.43095 1.20 0.00 -1.26
H 4.71152 1.71014 3.62845 -0.87 1.18 0.63
H 4.44036 3.52128 3.74558 -0.51 -1.43 0.87
H 4.69416 1.33968 5.91412 -0.72 1.67 0.02
H 3.12387 2.26871 6.17941 1.47 0.44 -0.50
H 4.95800 4.50295 5.60873 0.19 -1.51 1.15
H 4.56761 3.86680 7.31907 0.78 -0.24 -1.47
H 6.94297 3.74002 7.52641 -0.44 -0.98 -1.36
H 6.60294 2.05509 6.80701 0.17 1.58 -0.34
H 8.01654 4.62548 5.63576 -0.50 -1.39 -0.55
H 6.90711 3.78296 4.43123 0.87 -0.22 1.33
H 7.18878 0.39712 4.52108 1.42 0.12 1.10
H 8.92961 -0.19610 4.63387 -1.12 0.87 0.86
H 8.01703 0.23236 6.22116 0.15 0.30 -1.54
H 11.00061 3.41670 5.85603 -0.98 -1.50 0.36
H 11.13593 1.56785 5.90439 -1.20 1.34 0.39
H 10.05028 2.47913 7.15735 0.56 -0.16 -1.56
H 8.01449 4.14830 2.33197 1.47 -1.34 -0.61
H 8.92489 4.13049 -0.25955 0.69 -1.24 1.35
H 10.82051 2.30836 -0.98419 -0.87 0.26 1.89
H 11.82344 0.54572 0.82471 -1.28 1.36 0.15
H 10.94182 0.66159 3.33574 -0.57 1.00 -1.27
H 1.59749 3.45344 -0.29887 -0.74 -0.67 0.36
H -0.07854 1.26515 -2.49615 -0.31 -0.40 0.99
H 3.34925 1.44219 -1.25405 -0.89 0.11 -0.70
C -0.79078 -3.38082 1.69983 -0.02 -0.31 -0.04
C -1.08597 -2.88604 3.10295 0.61 0.36 -0.58
O -2.22463 -3.55783 3.66563 -0.15 -0.70 0.56
C -2.01039 -4.81617 4.07993 -0.02 0.61 -0.47
O -0.96369 -5.41575 4.02713 -0.39 0.07 0.25
O -3.17650 -5.30484 4.54257 0.25 0.09 -0.03
C -3.11385 -6.68027 4.91673 -0.08 -0.41 0.14
H -1.67824 -3.29254 1.06797 0.06 0.19 0.04
H 0.02398 -2.80736 1.25204 -0.07 0.06 0.02
H -0.50597 -4.43571 1.70128 0.09 0.11 0.09
H -1.33854 -1.82401 3.06362 -0.22 -0.20 0.15
H -0.21672 -2.98790 3.75963 -0.16 -0.19 -0.02
H -2.31179 -6.86194 5.63548 0.00 0.03 -0.19
H -2.98215 -7.30191 4.02800 0.14 0.01 0.12
H -4.06218 -6.94519 5.38654 0.02 0.28 -0.11
C -3.74399 4.02215 -6.43203 0.12 -0.06 0.30
C -2.93887 3.79214 -7.69766 -0.60 -0.11 0.09
O -1.57711 4.20480 -7.53015 0.40 -0.24 0.01
C -0.80588 3.37574 -6.80290 -0.05 0.21 0.11
O -1.15757 2.33718 -6.29983 0.15 0.35 -0.29
O 0.41891 3.92028 -6.71403 -0.49 -0.16 -0.20
C 1.31137 3.18939 -5.87219 0.42 -0.22 0.33
H -3.66242 5.06326 -6.10992 -0.08 -0.01 -0.15
H -4.79642 3.78107 -6.59515 0.05 0.04 -0.07
H -3.37590 3.40598 -5.60871 -0.04 -0.04 -0.16
H -3.35308 4.40264 -8.50361 0.33 0.05 0.04
H -2.98712 2.74907 -8.02437 0.15 0.07 0.17
H 1.37895 2.14306 -6.17722 -0.16 0.11 0.10
H 0.98884 3.26681 -4.83170 0.00 -0.15 -0.11
H 2.30133 3.63824 -5.96189 -0.25 0.14 -0.14
C -8.87355 3.91247 -11.61942 -0.18 -0.23 0.12
C -7.38390 3.92991 -11.32937 -0.24 0.19 -0.58
O -7.10531 3.43144 -10.01513 0.18 -0.51 0.20
C -7.19129 2.09742 -9.87254 -0.11 0.32 0.12
O -7.47065 1.30581 -10.74095 0.17 0.23 0.27
O -6.93697 1.80110 -8.58728 -0.02 0.15 -0.52
C -7.10236 0.41872 -8.27364 0.02 -0.48 0.26
H -9.42085 4.45490 -10.84449 0.09 0.10 -0.09
H -9.08285 4.36849 -12.58918 0.07 0.03 0.06
H -9.26493 2.89248 -11.62926 0.12 0.06 -0.07
H -7.02489 4.96121 -11.35567 0.10 -0.18 0.28
H -6.81845 3.37141 -12.08039 -0.08 -0.04 0.20
H -6.50803 -0.21328 -8.93676 -0.17 0.12 -0.03
H -8.15914 0.14816 -8.32899 0.12 -0.03 -0.14
H -6.75793 0.26398 -7.25041 0.00 0.30 -0.12
C 0.22702 -6.19746 7.28248 -0.17 0.01 0.31
C 1.00455 -7.38496 6.74690 -0.38 0.50 -0.47
O 1.68956 -8.07729 7.80051 -0.14 -0.60 0.41
C 0.91828 -8.84658 8.58628 0.18 0.46 -0.25
O -0.27348 -9.00551 8.47831 0.43 -0.10 0.09
O 1.70386 -9.39114 9.53297 -0.20 0.07 -0.28
C 0.98718 -10.15016 10.50414 -0.10 -0.26 0.32
H 0.88275 -5.53688 7.85534 0.05 -0.01 -0.16
H -0.22286 -5.63144 6.46482 0.14 -0.07 -0.03
H -0.57081 -6.51588 7.95791 0.04 -0.06 -0.12
H 1.77234 -7.03000 6.05604 0.10 -0.21 0.24
H 0.36129 -8.07244 6.18995 0.04 0.00 0.23
H 0.36847 -10.91652 10.03237 -0.03 0.21 0.01
H 0.37509 -9.48598 11.11845 -0.08 -0.11 -0.14
H 1.71628 -10.64413 11.14793 0.11 0.20 -0.21
C 0.00004 7.32156 8.99375 -0.04 -0.22 0.26
C 0.16676 6.80980 7.57461 -0.28 0.49 0.13
O 0.88380 5.57027 7.54981 -0.16 -0.46 -0.04
C 0.18438 4.48785 7.93404 0.22 0.15 0.03
O -0.97082 4.47487 8.28357 0.40 -0.02 -0.17
O 1.00580 3.42595 7.88538 -0.26 0.41 -0.04
C 0.41670 2.22247 8.37469 -0.09 -0.48 0.08
H 0.97046 7.39297 9.49134 -0.01 0.11 -0.13
H -0.47477 8.30478 8.99596 0.06 -0.03 -0.05
H -0.61396 6.64386 9.59112 -0.04 0.07 -0.16
H 0.76104 7.52518 7.00149 0.12 -0.33 -0.02
H -0.79589 6.70727 7.06524 0.09 -0.17 0.14
H -0.52280 2.00318 7.86319 0.06 0.15 0.13
H 0.25980 2.29629 9.45325 -0.14 0.03 -0.12
H 1.11330 1.40572 8.18060 0.09 0.29 -0.09
C -5.30258 5.41577 -17.91663 -0.28 -0.18 -0.06
C -4.46130 5.08024 -16.69884 0.24 0.21 -0.54
O -5.27897 4.64529 -15.60552 -0.10 -0.46 0.21
C -5.76268 3.39420 -15.70460 -0.06 0.27 -0.05
O -5.56442 2.62524 -16.61286 -0.03 0.24 0.40
O -6.52811 3.15973 -14.62496 0.34 0.13 -0.34
C -7.19518 1.89752 -14.65694 -0.32 -0.46 0.16
H -6.07448 6.14533 -17.65933 0.16 0.07 0.01
H -4.67964 5.82288 -18.71547 0.00 0.01 0.09
H -5.81657 4.53175 -18.30052 0.17 0.02 0.03
H -3.94208 5.98009 -16.36106 -0.18 -0.16 0.26
H -3.69668 4.33230 -16.92830 -0.23 -0.06 0.06
H -6.48934 1.07875 -14.81045 -0.07 0.16 -0.12
H -7.95846 1.89951 -15.43837 0.18 -0.07 -0.03
H -7.68573 1.75305 -13.69290 0.17 0.24 -0.02
C -6.76711 -6.20327 2.33407 -0.28 -0.19 -0.01
C -5.49646 -6.74344 1.70458 -0.14 0.71 0.02
O -5.40505 -8.16641 1.85926 -0.12 -0.51 -0.37
C -6.19819 -8.89042 1.05141 0.10 0.29 0.32
O -6.95798 -8.45356 0.22190 0.30 -0.27 0.23
O -6.01532 -10.18966 1.34705 0.00 0.36 -0.12
C -6.88230 -11.06692 0.63147 -0.18 -0.36 -0.18
H -6.83828 -6.51379 3.37955 0.14 0.12 -0.01
H -6.78886 -5.11307 2.28390 0.08 -0.07 0.03
H -7.65585 -6.58695 1.82779 0.13 0.08 -0.07
H -4.63193 -6.31643 2.21827 0.00 -0.33 -0.02
H -5.41666 -6.46441 0.64995 -0.11 -0.21 0.08
H -6.81007 -10.90549 -0.44617 -0.09 0.12 0.15
H -7.91145 -10.93340 0.97236 0.06 0.07 -0.17
H -6.57535 -12.09112 0.84774 0.15 0.23 0.15
```
Positions in Å, forces in eV/Å.

The orbital gap is 5.584 eV. Its multiplicity is 1. As for the highest occupied orbital energy: -3.9 eV. Its net charge is -1. The total energy comes out at -133165.8820 eV.

[3]
Formula: C25H16N5O6V
Source: the OMol25 dataset
Level of theory: the ωB97M-V functional and the def2-TZVPD basis

Geometry as XYZ:
```
53
Properties=species:S:1:pos:R:3:forces:R:3
V -0.42986 -0.28464 0.31859 -0.05 0.45 0.17
O -1.90125 2.75360 2.71817 0.00 0.00 -0.01
C -1.44045 1.73641 2.21347 0.00 0.01 0.03
N -0.74384 1.56963 1.08830 0.09 0.04 0.00
C -0.55088 2.56941 0.12167 0.05 -0.02 0.01
C -1.14713 3.82116 0.06030 -0.01 0.06 -0.01
C -0.84714 4.65731 -1.01202 0.01 -0.03 0.01
C 0.03816 4.26510 -2.00448 0.00 -0.03 0.03
C 0.64469 3.01228 -1.94848 -0.05 0.09 -0.02
C 0.33978 2.17476 -0.89310 -0.01 -0.06 0.02
N 0.87080 0.88334 -0.66184 0.04 0.17 0.04
C 2.19436 0.66851 -0.69278 0.03 -0.04 -0.08
O 3.06657 1.27460 -1.29850 -0.02 -0.01 0.02
C 2.56510 -0.44957 0.25096 -0.11 -0.01 0.08
C 3.87050 -0.88805 0.36795 0.03 0.00 0.00
C 4.17021 -1.83321 1.33404 -0.01 0.01 -0.01
C 3.15192 -2.29411 2.15395 0.00 0.00 0.01
C 1.87068 -1.80879 1.96304 0.03 0.00 0.00
N 1.57127 -0.90805 1.02779 0.04 -0.10 0.00
C -1.65406 0.40858 2.90744 0.03 0.02 0.00
C -2.33831 0.33459 4.10868 0.01 0.00 -0.02
C -2.56598 -0.90749 4.66981 -0.01 0.00 0.01
C -2.11672 -2.04347 4.00760 0.01 0.00 -0.02
C -1.44009 -1.88576 2.81512 -0.04 -0.01 0.00
N -1.19628 -0.68357 2.28377 0.00 -0.10 -0.03
H -1.82455 4.13046 0.84059 0.00 0.00 0.00
H -1.31633 5.63137 -1.06522 0.00 0.00 0.00
H 0.26423 4.93342 -2.82516 0.00 0.00 0.00
H 1.35358 2.69359 -2.69898 0.00 0.00 0.00
H 4.61129 -0.45259 -0.28804 0.00 -0.01 0.00
H 5.18262 -2.19477 1.45860 0.00 0.00 0.00
H 3.34057 -3.01706 2.93484 -0.01 0.00 0.00
H 1.05779 -2.14873 2.58807 0.00 -0.01 0.00
H -2.68014 1.26003 4.54968 0.00 0.00 0.01
H -3.10047 -0.99771 5.60642 0.00 0.00 0.00
H -2.29350 -3.03482 4.39919 0.00 0.00 0.00
H -1.09189 -2.74495 2.25251 0.00 0.00 0.00
O 2.12209 -3.06064 -2.56203 0.02 -0.02 0.03
C 1.09885 -2.60883 -1.82998 -0.05 0.09 -0.07
O 0.89912 -2.92578 -0.68598 0.08 -0.17 0.07
C 0.18122 -1.70090 -2.57682 -0.03 0.05 0.11
C 0.13911 -1.64267 -3.95135 -0.04 0.03 -0.07
C -0.87644 -0.89412 -4.54537 0.05 -0.05 0.00
C -1.81670 -0.28692 -3.74358 -0.12 0.18 0.07
C -1.68261 -0.37748 -2.36089 0.16 -0.21 -0.07
N -0.68136 -1.03911 -1.79456 0.08 -0.35 -0.28
C -2.70475 0.15375 -1.36992 0.04 0.01 -0.12
O -3.71497 0.68207 -1.77540 -0.01 -0.06 0.06
O -2.35197 -0.09492 -0.15342 -0.24 0.04 0.07
H 2.63784 -3.66085 -2.00129 -0.03 0.02 -0.02
H 0.86331 -2.18587 -4.53987 0.00 0.00 0.01
H -0.93927 -0.82261 -5.62280 -0.01 0.00 0.00
H -2.65871 0.26403 -4.13871 0.00 0.01 0.01
```
Positions in Å, forces in eV/Å.

The orbital gap (alpha / beta) is 6.367 / 6.666 eV. Its multiplicity is 3. As for the highest occupied orbital energy (alpha / beta): -7.2 / -7.4 eV. The total energy comes out at -71612.5995 eV.